DFT (wB97M-V/def2-TZVPD) results for C25H26BrN4O2SSc as an isolated structure.

Last column: Löwdin charge in e.
CARTESIAN COORDINATES (ANGSTROEM)
Sc  0.39920  0.04354  0.43743  1.145
Br  3.43935  -5.90578  -2.75532  0.810
C  3.02009  -4.27983  -1.92087  -0.700
C  3.66349  -3.11950  -2.37849  -0.089
C  3.33264  -1.90480  -1.84829  -0.016
C  2.41535  -1.79164  -0.75977  -0.331
O  2.26121  -0.61657  -0.18821  -0.173
C  1.78351  -3.03087  -0.28618  -0.109
C  0.84676  -2.99855  0.81237  -0.006
N  0.20919  -1.94056  1.25460  -0.008
C  -0.39410  -1.94336  2.54232  -0.196
C  -1.03890  -3.03472  3.09314  0.015
C  -1.55629  -2.94164  4.40644  -0.040
C  -1.43114  -1.78113  5.13552  0.003
C  -0.75123  -0.63387  4.59203  -0.123
C  -0.50448  0.57441  5.29049  0.042
C  0.15952  1.61397  4.66141  -0.015
C  0.56250  1.46731  3.33379  -0.090
N  0.32601  0.36870  2.62428  -0.003
C  -0.27377  -0.70483  3.25261  -0.142
C  2.10545  -4.26655  -0.90522  -0.073
H  4.41342  -3.19154  -3.17606  0.124
H  3.82666  -0.99264  -2.19587  0.124
H  0.62171  -3.96144  1.29079  0.143
H  -1.08402  -3.99690  2.56171  0.130
H  -2.09614  -3.79844  4.84748  0.132
H  -1.85232  -1.72447  6.15662  0.136
H  -0.84232  0.69431  6.33324  0.144
H  0.34962  2.56505  5.19047  0.134
H  1.06847  2.27720  2.81657  0.125
H  1.63061  -5.21302  -0.57207  0.132
N  -3.93735  4.66264  0.01870  0.158
C  -2.94347  3.75712  0.13433  -0.269
C  -1.57507  4.11856  -0.09196  0.014
C  -0.59165  3.17171  0.05349  -0.128
N  -0.90837  1.89908  0.36842  -0.092
C  -2.18886  1.52912  0.58642  -0.136
C  -3.23969  2.40414  0.50189  0.020
H  -3.74580  5.63355  -0.20274  0.128
H  -4.90205  4.40434  0.18094  0.126
H  -1.32772  5.15376  -0.39583  0.134
H  0.47460  3.41115  -0.04658  0.122
H  -2.33220  0.46867  0.85033  0.125
H  -4.29029  2.09411  0.72221  0.141
C  2.12764  2.02108  -2.08581  -0.116
C  0.93419  1.65411  -2.95673  -0.368
S  0.46512  -0.08712  -2.85835  1.083
O  -0.37389  -0.22117  -1.48780  -0.584
C  -0.85977  -0.08747  -4.07245  -0.387
C  -0.34624  -0.53438  -5.42438  -0.124
H  2.27764  3.11104  -2.13644  0.102
H  3.03773  1.55165  -2.47350  0.092
H  1.97113  1.73419  -1.04205  0.036
H  1.16469  1.85384  -4.01831  0.116
H  0.04483  2.23162  -2.67004  0.095
H  -1.28496  0.92373  -4.11654  0.104
H  -1.61202  -0.76988  -3.65658  0.106
H  0.45348  0.13922  -5.77328  0.081
H  -1.16147  -0.49531  -6.16917  0.101
H  0.05973  -1.56489  -5.38516  0.093

DFT total energy (Ha): -5070.358719
Relative energy (zero: lowest compared OMol25 entry of this formula, charge and spin) (eV): 0.458
Charge: +2
Orbital gap (eV): 6.797

DFT (wB97M-V/def2-TZVPD) results for CHBrCl2O as an isolated structure.

Last column: Löwdin charge in e.
CARTESIAN COORDINATES (ANGSTROEM)
C  1.30837  0.23522  0.71519  -1.380
O  0.12841  0.03886  0.68177  -0.064
Cl  0.93351  2.54851  -0.85254  0.162
Cl  2.47302  -0.40900  -0.23575  0.715
Br  2.09185  0.65275  2.58791  0.515
H  2.50370  2.17960  -1.25706  0.052

DFT total energy (Ha): -3608.271586
Relative energy (zero: lowest compared OMol25 entry of this formula, charge and spin) (eV): 1.954
Charge: 0
Orbital gap (eV): 9.558

- charge of number 2 (CHBrCl2O)?
  0